Molecular formula: C6H35NO10
Method: DFT, ωB97M-V with the def2-TZVPD basis set

For the orbital gap, the calculation gives 9.074 eV. The calculation puts the LUMO energy at 0.100 eV. The SMILES is CC(C)C[C@H](C)N.O.O.O.O.O.O.O.O.O.O. Its relative energy (zero: lowest compared OMol25 entry of this formula, charge and spin) is 389.9 kJ/mol.

The geometry in ORCA input format:
```
! RIJCOSX wB97M-V def2-TZVPD def2/J DEFGRID3
* xyz 0 1
C 1.693 2.149 -3.488
C 0.693 1.307 -2.576
C 1.120 -0.172 -2.473
C -0.153 -1.155 -2.706
C -0.140 -2.677 -2.871
C -0.957 -0.662 -3.984
N 0.638 1.882 -1.205
H 1.636 3.243 -3.375
H 1.410 1.922 -4.533
H 2.707 1.890 -3.120
H -0.298 1.441 -3.038
H 1.780 -0.312 -3.348
H 1.628 -0.464 -1.594
H -0.876 -0.863 -1.890
H 0.139 -3.165 -1.917
H 0.474 -3.148 -3.642
H -1.190 -3.075 -3.027
H -0.788 -1.429 -4.774
H -0.537 0.298 -4.250
H -2.046 -0.759 -3.777
H -0.296 2.116 -0.953
H 1.216 1.242 -0.664
H -1.775 -2.250 -0.219
H -0.838 -1.119 0.093
O -1.148 -1.964 0.454
H 1.804 -2.956 0.469
H 3.293 -3.332 0.240
O 2.711 -2.672 0.627
H -0.452 1.098 1.332
H -0.881 0.628 2.856
O -0.703 0.379 1.928
H 3.625 2.074 1.541
H 3.659 1.947 3.098
O 3.491 2.537 2.366
H -3.829 -0.407 -0.983
H -4.454 -0.205 -2.247
O -3.783 -0.793 -1.878
H 0.417 -2.888 1.965
H -0.573 -1.960 2.473
O -0.056 -2.715 2.781
H -2.078 1.088 4.418
H -1.326 2.330 4.184
O -1.154 1.373 4.339
H 0.946 3.266 1.374
H -0.284 4.134 1.814
O 0.043 3.241 1.710
H 1.362 0.346 2.396
H 2.309 -0.516 1.583
O 1.970 0.386 1.648
H -2.812 -0.388 2.769
H -3.056 -0.473 1.489
O -3.659 -0.373 2.288
*
```